Record 1
3 unconnected molecules or ions with the total composition C13H29BNO4 in a non-equilibrium geometry, computed with ωB97M-V with the def2-TZVPD basis set.

Computed properties:
M in Da: 274.2

The geometry in ORCA input format:
```
! wB97M-V def2-TZVPD RIJCOSX def2/J DEFGRID3
* xyz -1 1
C -1.17 0.25 1.41
C -1.29 -0.96 2.30
O -1.66 -1.97 1.78
N -0.96 -0.91 3.64
C -1.46 0.28 4.31
B 0.56 -1.24 3.93
C 1.67 -0.21 3.26
C 1.96 1.06 4.04
O 2.83 0.77 5.14
H -2.06 0.42 0.83
H -0.37 0.05 0.72
H -0.88 1.14 1.93
H -0.83 0.56 5.13
H -2.43 0.04 4.76
H -1.64 1.13 3.66
H 0.83 -2.39 3.62
H 0.71 -1.18 5.16
H 2.61 -0.74 3.22
H 1.45 0.09 2.23
H 1.06 1.57 4.37
H 2.49 1.77 3.42
H 2.35 0.90 5.97
C -1.00 1.91 -3.30
C -2.07 2.97 -3.08
C -2.36 2.83 -1.59
O -1.14 2.40 -0.99
C -0.21 2.01 -2.00
H -0.38 2.08 -4.18
H -1.46 0.92 -3.38
H -1.66 3.97 -3.29
H -2.96 2.84 -3.70
H -3.12 2.06 -1.41
H -2.68 3.76 -1.13
H 0.57 2.77 -2.07
H 0.25 1.06 -1.71
C 0.55 -3.24 -3.79
C 1.89 -2.55 -4.05
C 1.74 -1.28 -3.22
O 0.90 -1.61 -2.11
C 0.30 -2.89 -2.33
H 0.57 -4.31 -3.97
H -0.23 -2.80 -4.42
H 2.71 -3.15 -3.66
H 2.08 -2.34 -5.10
H 1.24 -0.48 -3.79
H 2.69 -0.90 -2.85
H 0.78 -3.61 -1.66
H -0.76 -2.84 -2.08
*
```

***

Record 2
A molecular structure, C13H29Br2N3NiO6 in a non-equilibrium geometry, computed with ωB97M-V with the def2-TZVPD basis set.

Computed properties:
Expectation value of S²: 3.77
M in Da: 541.9

The geometry in ORCA input format:
```
! wB97M-V def2-TZVPD RIJCOSX def2/J DEFGRID3
* xyz 1 4
C -2.72 1.77 0.19
C -3.21 0.83 1.32
C -3.89 -0.50 0.79
C -2.91 -1.63 0.31
C -1.92 -2.03 1.41
C -1.04 -0.84 1.92
N -1.91 0.34 2.17
O -1.46 1.33 3.05
C 0.18 -0.41 1.11
C -0.54 -1.33 3.34
C -4.30 1.54 2.22
H -2.66 2.85 0.36
H -3.50 1.91 -0.56
H -1.93 1.36 -0.43
H -4.65 -0.33 0.03
H -4.51 -1.02 1.52
H -2.44 -1.10 -0.52
H -3.37 -2.47 -0.22
H -1.38 -2.89 1.01
H -2.58 -2.36 2.21
H 0.65 0.49 1.49
H -0.13 -0.06 0.13
H 0.92 -1.18 0.93
H 0.10 -0.65 3.90
H 0.08 -2.22 3.29
H -1.33 -1.65 4.03
H -3.71 2.29 2.74
H -4.79 0.99 3.02
H -5.05 1.96 1.54
Ni 0.21 -0.36 -3.77
O 1.11 -0.81 -2.16
H 1.35 -0.42 -1.30
C 3.18 -2.93 -0.24
N 2.06 -3.44 0.62
O 1.01 -3.65 0.08
O 2.24 -3.69 1.82
H 3.97 -3.64 -0.01
H 3.41 -1.90 0.04
H 2.89 -3.05 -1.28
C 4.64 -0.43 -3.47
N 3.79 0.84 -3.66
O 2.57 0.87 -3.91
O 4.33 1.89 -3.46
H 4.51 -1.02 -4.38
H 4.32 -0.85 -2.51
H 5.68 -0.10 -3.38
Br 2.46 5.49 -1.54
C 1.75 3.78 -2.13
C 1.52 2.83 -0.96
Br 0.01 3.46 0.18
H 2.43 3.52 -2.95
H 0.77 4.11 -2.46
H 2.38 2.76 -0.29
H 1.37 1.78 -1.21
*
```

***

Record 3
A molecular structure, C13H29BrN3O7S2 in a non-equilibrium geometry, computed with ωB97M-V with the def2-TZVPD basis set.

Computed properties:
M in Da: 483.4
Energy above the lowest of the compared OMol25 structures with the same formula, charge and spin in kcal/mol: 20.4

The geometry in ORCA input format:
```
! wB97M-V def2-TZVPD RIJCOSX def2/J DEFGRID3
* xyz -1 1
C 2.02 4.45 0.75
C 2.16 3.28 -0.28
C 2.50 1.91 0.37
Br 3.95 2.18 1.67
S 1.07 1.11 1.23
O 0.45 2.00 2.26
O 1.64 -0.09 1.90
N 0.07 0.63 -0.02
S -1.51 0.43 0.50
O -1.67 -0.53 1.63
O -2.28 -0.09 -0.68
C -2.33 2.03 0.91
C -2.43 2.85 -0.41
C -2.42 4.38 -0.20
C -1.15 4.78 0.62
O -1.48 4.92 2.02
H 1.46 5.28 0.26
H 3.02 4.84 1.01
H 1.43 4.16 1.64
H 1.29 3.24 -0.96
H 3.04 3.55 -0.90
H 2.83 1.23 -0.44
H -1.85 2.55 1.74
H -3.34 1.75 1.26
H -3.37 2.54 -0.91
H -1.62 2.56 -1.11
H -3.35 4.79 0.23
H -2.28 4.84 -1.20
H -0.67 5.70 0.26
H -0.48 3.89 0.57
H -0.80 4.45 2.50
C 4.09 -4.85 2.23
C 3.62 -3.42 2.28
O 4.41 -2.48 2.22
N 2.29 -3.19 2.41
C 1.23 -4.18 2.51
H 5.17 -4.87 2.13
H 3.82 -5.37 3.15
H 3.65 -5.36 1.37
H 2.03 -2.22 2.44
H 0.53 -4.02 1.69
H 0.70 -4.03 3.45
H 1.62 -5.19 2.47
C -2.41 -2.14 -2.80
C -3.31 -3.07 -3.58
O -4.53 -2.96 -3.59
N -2.71 -4.07 -4.29
C -1.30 -4.37 -4.41
H -3.02 -1.41 -2.28
H -1.85 -2.70 -2.05
H -1.74 -1.62 -3.47
H -3.37 -4.66 -4.79
H -1.01 -4.31 -5.46
H -1.12 -5.39 -4.05
H -0.70 -3.68 -3.83
*
```

***

Record 4
5 unconnected molecules or ions with the total composition C13H29ClN3O5 in a non-equilibrium geometry, computed with ωB97M-V with the def2-TZVPD basis set.

Computed properties:
Expectation value of S²: 0.75
M in Da: 342.8

The geometry in ORCA input format:
```
! wB97M-V def2-TZVPD RIJCOSX def2/J DEFGRID3
* xyz 0 2
Cl -9.54 -10.49 -8.08
C -6.62 -10.08 -10.59
O -6.15 -10.87 -11.44
N -6.45 -8.74 -10.60
C -5.69 -8.05 -11.61
C -6.90 -7.88 -9.51
H -7.27 -10.40 -9.75
H -5.14 -8.66 -12.33
H -4.89 -7.45 -11.17
H -6.37 -7.42 -12.19
H -7.30 -6.91 -9.81
H -7.74 -8.44 -9.10
H -6.09 -7.66 -8.82
C -9.40 -6.90 -6.82
O -8.59 -6.61 -5.95
N -10.42 -6.10 -7.19
C -11.22 -6.48 -8.35
C -10.59 -4.75 -6.69
H -9.49 -7.91 -7.26
H -12.25 -6.63 -8.01
H -10.91 -7.46 -8.72
H -11.18 -5.76 -9.17
H -11.63 -4.54 -6.44
H -9.93 -4.62 -5.84
H -10.30 -4.04 -7.46
C -12.42 -9.57 -5.59
O -12.16 -9.21 -4.46
N -13.63 -9.44 -6.13
C -13.89 -9.86 -7.48
C -14.80 -8.94 -5.46
H -11.66 -10.01 -6.26
H -13.10 -10.50 -7.87
H -13.93 -8.98 -8.11
H -14.75 -10.50 -7.68
H -15.45 -9.81 -5.34
H -14.44 -8.56 -4.51
H -15.26 -8.12 -6.01
O -14.07 -13.57 -7.47
C -12.94 -13.37 -7.03
O -12.72 -12.90 -5.76
C -13.79 -12.68 -4.90
C -14.03 -13.87 -3.96
C -11.78 -13.49 -7.92
H -14.68 -12.40 -5.47
H -13.56 -11.86 -4.21
H -13.19 -13.92 -3.26
H -14.22 -14.80 -4.50
H -14.87 -13.72 -3.28
H -11.55 -12.61 -8.52
H -11.82 -14.30 -8.64
H -10.93 -13.78 -7.30
*
```

***

Record 5
A molecular structure, C13H29N2NiS4Si, computed with ωB97M-V with the def2-TZVPD basis set.

Computed properties:
Expectation value of S²: 2.01
M in Da: 428.4
Energy above the lowest of the compared OMol25 structures with the same formula, charge and spin in kcal/mol: 0.0

The geometry in ORCA input format:
```
! wB97M-V def2-TZVPD RIJCOSX def2/J DEFGRID3
* xyz 1 3
Ni -0.08 -0.28 0.08
C 2.75 -1.36 1.35
C 2.04 -0.96 2.63
S 0.68 0.21 2.32
C -0.68 -0.51 3.27
C -1.11 -1.91 2.84
S -1.48 -2.04 1.06
C -0.56 -3.53 0.60
C 0.95 -3.48 0.82
S 1.70 -2.03 0.03
H 3.54 -2.08 1.57
H 3.23 -0.50 0.88
H 2.75 -0.48 3.30
H 1.63 -1.82 3.15
H -1.49 0.20 3.14
H -0.40 -0.52 4.33
H -2.02 -2.18 3.39
H -0.36 -2.65 3.08
H -0.79 -3.67 -0.46
H -0.99 -4.39 1.14
H 1.39 -4.38 0.39
H 1.19 -3.47 1.88
S -2.01 1.23 0.48
C -1.31 2.75 0.72
N -1.97 3.82 1.18
C -1.18 5.04 1.04
C 0.24 4.47 0.85
N -0.05 3.09 0.48
H -2.97 3.81 1.26
H -1.26 5.67 1.92
H -1.51 5.61 0.17
H 0.81 4.51 1.78
H 0.79 4.99 0.07
H 0.61 2.42 0.09
C 0.62 -2.03 -3.18
Si -0.08 -0.30 -2.98
C 0.25 0.65 -4.56
C -1.94 -0.48 -2.75
C 0.69 0.61 -1.52
H 0.29 -2.45 -4.14
H 0.28 -2.72 -2.41
H 1.71 -2.04 -3.18
H -0.20 0.15 -5.43
H 1.32 0.75 -4.75
H -0.18 1.66 -4.51
H -2.39 -0.96 -3.62
H -2.42 0.49 -2.62
H -2.19 -1.08 -1.87
H 0.40 1.66 -1.69
H 1.78 0.54 -1.64
*
```

***

| no. | E (a.u.) |
| --- | --- |
| 1 | -893.2814 |
| 2 | -7784.0372 |
| 3 | -4574.1276 |
| 4 | -1513.3099 |
| 5 | -4012.6651 |